An isolated ion of composition C7H14IN4O and charge +1. Source: the OMol25 dataset; level of theory: ωB97M-V/def2-TZVPD.

ORCA input file:
```
! wB97M-V def2-TZVPD RIJCOSX def2/J DEFGRID3
* xyz 1 1
C -2.374 3.818 0.162
C -1.548 2.576 -0.115
I -0.578 2.773 -2.034
C -2.422 1.317 -0.139
C -1.728 0.084 0.285
N -2.310 -1.042 0.685
N -1.369 -1.923 0.928
N -0.226 -1.378 0.687
C 1.077 -2.055 0.829
C 2.154 -1.405 -0.027
C 3.271 -2.396 -0.376
O 3.094 -2.714 -1.745
N -0.414 -0.122 0.285
H -2.848 3.725 1.140
H -1.758 4.713 0.159
H -3.153 3.928 -0.590
H -0.746 2.489 0.614
H -3.325 1.442 0.459
H -2.768 1.118 -1.156
H 1.324 -2.077 1.887
H 0.893 -3.072 0.489
H 2.579 -0.535 0.472
H 1.725 -1.097 -0.981
H 3.207 -3.296 0.241
H 4.242 -1.935 -0.193
H 3.673 -3.446 -1.985
H 0.329 0.514 0.020
*
```

As for the SMILES: C[C@H](I)Cc1nnn(CCCO)[nH+]1. Its energy above the lowest of the compared OMol25 structures with the same formula, charge and spin is 85.6 kJ/mol. As for the gap between HOMO and LUMO: 9.032 eV.


C7H14KN3O5 as an isolated structure at a distorted geometry. Source: the OMol25 dataset; level of theory: ωB97M-V/def2-TZVPD.

ORCA input file:
```
! wB97M-V def2-TZVPD RIJCOSX def2/J DEFGRID3
* xyz 0 1
K 2.345 -0.751 2.707
C 1.079 1.180 0.002
O 0.667 1.158 1.326
H 1.833 0.437 -0.258
H 0.327 0.909 -0.738
H 1.531 2.066 -0.444
C 2.124 4.175 -2.383
N 1.197 4.970 -3.249
O 1.654 5.369 -4.271
O 0.068 5.284 -2.713
H 2.406 3.228 -2.843
H 1.532 3.903 -1.509
H 2.881 4.913 -2.120
C -2.294 -0.694 -2.482
N -3.264 -1.671 -2.045
O -2.837 -2.809 -2.032
O -4.374 -1.248 -1.706
H -2.883 -0.177 -3.240
H -1.424 -1.219 -2.875
H -1.813 -0.184 -1.647
N 0.258 -3.321 4.226
C -0.330 -2.061 3.981
C -0.493 -1.905 2.667
C -0.261 -3.204 2.134
C 0.271 -3.996 3.141
H 0.651 -3.557 5.127
H -0.312 -1.238 4.681
H -0.830 -1.026 2.137
H -0.536 -3.617 1.175
H 0.826 -4.916 3.252
*
```

As for the gap between HOMO and LUMO: 5.692 eV.


An isolated ion of composition C7H14N and charge +1 at a distorted geometry. Source: the OMol25 dataset; level of theory: ωB97M-V/def2-TZVPD.

ORCA input file:
```
! wB97M-V def2-TZVPD RIJCOSX def2/J DEFGRID3
* xyz 1 1
C 0.527 -1.524 0.576
C 0.321 -0.255 0.359
C 1.685 -0.562 0.909
C 0.206 -2.921 0.210
C -0.329 1.852 0.934
C -1.818 0.542 -0.629
C 0.322 1.211 -1.336
N -0.444 0.823 -0.149
H 1.998 -0.462 1.959
H 2.583 -0.708 0.259
H -0.598 -3.324 0.711
H 1.146 -3.416 0.617
H 0.098 -2.869 -0.823
H -0.736 1.516 1.802
H 0.802 1.952 0.978
H -0.742 2.787 0.536
H -2.017 -0.429 -1.049
H -2.480 0.593 0.218
H -1.997 1.305 -1.392
H 0.162 0.349 -2.053
H -0.067 2.176 -1.673
H 1.379 1.364 -0.964
*
```

As for the SMILES: CC1=C([N+](C)(C)C)C1. Its energy above the lowest of the compared OMol25 structures with the same formula, charge and spin is 325.9 kJ/mol. As for the gap between HOMO and LUMO: 10.755 eV.


A 2-piece molecular cluster, C7H14N overall at a distorted geometry. Source: the OMol25 dataset; level of theory: ωB97M-V/def2-TZVPD.

ORCA input file:
```
! wB97M-V def2-TZVPD RIJCOSX def2/J DEFGRID3
* xyz 1 1
C 0.005 0.681 -2.110
C -0.439 1.767 -1.221
C 0.024 0.338 -0.608
C 1.228 0.276 0.090
C -3.307 -1.006 0.995
C -2.130 -0.189 0.604
C -1.136 -0.561 -0.194
N 4.277 -0.676 1.485
H 0.987 0.826 -2.544
H -0.700 0.031 -2.587
H 0.301 2.513 -0.969
H -1.463 2.057 -1.396
H 1.347 0.657 1.107
H 2.110 -0.024 -0.482
H -3.375 -1.932 0.435
H -4.197 -0.396 0.839
H -3.226 -1.211 2.063
H -2.101 0.823 0.998
H -0.976 -1.554 -0.593
H 4.608 -1.483 1.978
H 4.878 -0.331 0.759
H 3.285 -0.605 1.353
*
```

Its energy above the lowest of the compared OMol25 structures with the same formula, charge and spin is 424.8 kJ/mol. As for the gap between HOMO and LUMO: 5.451 eV.


An isolated ion of composition C7H14N and charge +1 at a distorted geometry. Source: the OMol25 dataset; level of theory: ωB97M-V/def2-TZVPD.

ORCA input file:
```
! wB97M-V def2-TZVPD RIJCOSX def2/J DEFGRID3
* xyz 1 1
C -1.641 -1.145 -0.879
C 0.920 -1.536 0.649
C -1.405 0.211 -0.879
C -0.244 2.037 0.218
C 1.181 0.490 -1.196
C 0.133 0.006 2.258
C -0.140 0.672 -0.387
N 0.354 -0.411 0.917
H -2.550 -1.749 -1.177
H -0.986 -1.903 -0.533
H 1.022 -1.868 -0.426
H 1.238 -2.319 1.436
H -2.151 0.955 -1.128
H 0.630 2.586 0.523
H -0.927 2.182 1.014
H -0.528 2.881 -0.427
H 2.056 0.437 -0.536
H 1.208 -0.488 -1.768
H 1.158 1.391 -1.819
H -1.009 0.012 2.339
H 0.429 1.073 2.406
H 0.769 -0.608 2.904
*
```

As for the SMILES: C=CC(C)(C)[N+](=C)C. Its energy above the lowest of the compared OMol25 structures with the same formula, charge and spin is 258.4 kJ/mol. As for the gap between HOMO and LUMO: 9.787 eV.


A 2-piece molecular cluster, C7H14N2 overall at a distorted geometry. Source: the OMol25 dataset; level of theory: ωB97M-V/def2-TZVPD.

ORCA input file:
```
! wB97M-V def2-TZVPD RIJCOSX def2/J DEFGRID3
* xyz 0 1
C -1.460 1.617 1.433
C -1.281 1.024 -0.899
N -0.597 0.972 0.413
C -0.289 -1.585 0.156
N -1.270 -2.377 -0.086
H -1.487 -2.408 -1.084
H 0.089 -1.534 1.184
H -2.429 1.114 1.473
H -0.988 1.604 2.417
H -2.263 0.549 -0.834
H -0.678 0.515 -1.651
H -1.635 2.665 1.179
H -1.434 2.043 -1.262
C 0.754 1.447 0.372
C 1.027 -1.484 -0.884
C 1.768 1.003 1.137
C 1.712 -2.542 -1.317
H 0.837 2.456 -0.023
H 1.132 -0.552 -1.436
H 1.692 0.038 1.623
H 2.751 1.448 1.053
H 1.655 -3.502 -0.804
H 2.394 -2.509 -2.162
*
```

As for the SMILES: [H]/N=C\C=C.C=CN(C)C. Its energy above the lowest of the compared OMol25 structures with the same formula, charge and spin is 387.0 kJ/mol. As for the gap between HOMO and LUMO: 9.699 eV.


A 2-piece molecular cluster, C7H14N2 overall at a distorted geometry. Source: the OMol25 dataset; level of theory: ωB97M-V/def2-TZVPD.

ORCA input file:
```
! wB97M-V def2-TZVPD RIJCOSX def2/J DEFGRID3
* xyz 0 1
C -1.350 1.313 0.616
C -2.020 2.339 1.553
C -2.118 0.692 -0.522
H -0.312 1.550 0.376
H -1.257 0.483 1.338
H -1.254 2.882 2.103
H -3.194 0.853 -0.422
H -1.859 1.012 -1.532
H -2.002 -0.388 -0.721
H -2.654 3.057 1.029
H -2.626 1.829 2.304
C 0.651 -2.269 -1.731
C 3.168 -0.262 -0.273
C 1.584 -1.624 -0.768
C 1.352 -1.250 0.547
N 2.747 -1.044 -1.229
N 2.409 -0.400 0.843
H 4.036 0.371 -0.344
H 2.762 -0.334 1.790
H 0.433 -1.426 1.069
H 1.250 -2.477 -2.627
H -0.167 -1.656 -2.077
H 0.423 -3.253 -1.322
*
```

As for the SMILES: Cc1c[nH]cn1.CCC. Its energy above the lowest of the compared OMol25 structures with the same formula, charge and spin is 90.5 kJ/mol. As for the gap between HOMO and LUMO: 9.477 eV.


A 2-piece molecular cluster, C7H14N2 overall at a distorted geometry. Source: the OMol25 dataset; level of theory: ωB97M-V/def2-TZVPD.

ORCA input file:
```
! wB97M-V def2-TZVPD RIJCOSX def2/J DEFGRID3
* xyz 0 1
C -0.939 -0.506 2.561
C 2.586 -0.859 2.310
C 0.501 -0.327 2.244
C 1.185 0.710 1.687
N 1.409 -1.303 2.632
N 2.523 0.380 1.763
H 3.486 -1.421 2.491
H 3.251 0.821 1.217
H 0.882 1.477 0.997
H -1.567 -0.618 1.682
H -1.392 0.349 3.088
H -1.055 -1.331 3.248
C -0.782 -0.154 -2.004
C -0.625 -0.259 -3.530
C -1.472 1.117 -1.481
H -1.415 -0.984 -1.705
H 0.170 -0.325 -1.507
H -1.099 -1.165 -3.923
H -2.209 1.461 -2.203
H 0.425 -0.372 -3.797
H -1.076 0.579 -4.051
H -2.009 0.839 -0.572
H -0.779 1.891 -1.148
*
```

As for the SMILES: Cc1c[nH]cn1.CCC. Its energy above the lowest of the compared OMol25 structures with the same formula, charge and spin is 43.9 kJ/mol. As for the gap between HOMO and LUMO: 9.497 eV.


One molecule with the formula C7H14N2O. Source: the OMol25 dataset; level of theory: ωB97M-V/def2-TZVPD.

ORCA input file:
```
! wB97M-V def2-TZVPD RIJCOSX def2/J DEFGRID3
* xyz 0 1
C 1.644 2.085 0.023
C 1.050 -1.000 1.310
C 1.137 -1.042 -1.199
C -0.816 1.229 -0.050
C -1.070 -0.265 -0.033
C 0.512 1.127 -0.001
C 0.501 -0.395 0.024
N -1.646 -0.755 -1.272
N -1.731 -0.712 1.180
O -1.676 2.278 -0.099
H -2.580 1.948 -0.131
H -2.625 -0.498 -1.349
H -1.577 -1.765 -1.331
H -2.711 -0.447 1.183
H -1.674 -1.719 1.276
H 1.267 3.103 -0.015
H 2.230 1.957 0.933
H 2.302 1.916 -0.829
H 0.557 -0.559 2.171
H 0.894 -2.077 1.328
H 0.705 -0.631 -2.106
H 0.982 -2.119 -1.192
H 2.207 -0.850 -1.195
H 2.118 -0.807 1.373
*
```

As for the SMILES: CC1=C(O)C(N)(N)C1(C)C. Its energy above the lowest of the compared OMol25 structures with the same formula, charge and spin is 110.3 kJ/mol. As for the gap between HOMO and LUMO: 8.704 eV.


One molecule with the formula C7H14N2O at a distorted geometry. Source: the OMol25 dataset; level of theory: ωB97M-V/def2-TZVPD.

ORCA input file:
```
! wB97M-V def2-TZVPD RIJCOSX def2/J DEFGRID3
* xyz 0 1
C -0.094 1.088 -0.842
C 0.121 1.825 0.467
C 0.707 -1.378 -1.063
C -1.382 -0.764 -2.047
N -0.457 -0.558 -0.953
C -0.281 0.172 2.339
C 0.698 0.757 1.350
N -1.123 -0.727 1.792
C 1.969 0.327 1.308
O -0.331 0.553 3.493
H -1.081 -0.887 0.782
H -1.849 -1.126 2.365
H 0.794 1.144 -1.484
H -0.932 1.541 -1.352
H 0.827 2.639 0.337
H -0.823 2.180 0.877
H -2.244 -0.104 -1.930
H 1.475 -0.992 -0.342
H 1.151 -1.391 -2.069
H 0.493 -2.396 -0.728
H -1.750 -1.791 -2.030
H -0.932 -0.567 -3.031
H 2.322 -0.410 2.012
H 2.721 0.866 0.749
*
```

As for the SMILES: C=C(CCN(C)C)C(N)=O. Its energy above the lowest of the compared OMol25 structures with the same formula, charge and spin is 157.2 kJ/mol. As for the gap between HOMO and LUMO: 9.696 eV.


Taking the records one at a time from the top gives highest occupied orbital energy values of -13.04, -6.70, -13.48, -12.73, -14.04, -8.73, -8.60, -8.64, -8.20, -8.90 eV.
Taking the records one at a time from the top gives E values of -23586.36428, -38510.05040, -8965.69983, -8964.67514, -8966.39964, -10462.35547, -10465.42928, -10465.91157, -12512.79791, -12512.31181 eV.